[1]
C21H15N2NiO5 | ωB97M-V/def2-TZVPD

Net charge ... +1
2S+1 ... 3
LUMO energy (alpha / beta) ... -4.962 / -5.420 eV
Expectation value of S² ... 2.1805
Orbital gap (alpha / beta) ... 6.885 / 6.414 eV

Structure (XYZ):
```
44
C21H15N2NiO5 | OMol25 | ωB97M-V/def2-TZVPD
Ni 0.91005 -0.82549 0.77620
O 2.66690 0.93270 -3.02780
C 2.39022 -0.05680 -2.16050
O 1.42961 -0.85619 -2.31720
C 3.24388 -0.01428 -0.94546
C 4.46495 0.67445 -1.03230
C 5.34826 0.51649 0.06142
C 5.02713 -0.40847 1.10777
C 3.72801 -0.95147 1.08584
N 2.86353 -0.78267 0.10097
C 3.12327 -1.85582 2.13626
O 3.81601 -2.28529 3.09672
O 1.89216 -2.14199 1.88133
H 2.13913 0.78924 -3.80401
H 4.60725 1.40447 -1.89740
H 6.21474 1.20260 0.16362
H 5.75837 -0.89556 1.84069
C -5.21628 1.47660 -2.54205
C -4.34466 0.82404 -3.44169
C -3.16847 0.26902 -2.97291
C -2.71877 0.53076 -1.66474
C -3.57487 1.18084 -0.78641
C -4.84720 1.61196 -1.18950
C -1.30510 0.03481 -1.34641
C -0.68177 -0.09502 -0.18486
C -0.88591 0.05491 1.20346
C -2.07764 -0.44361 1.74866
C -2.17276 -0.49306 3.14989
C -1.16072 -0.07993 4.00709
C 0.13957 0.29689 3.49718
C 0.25664 0.44342 2.10403
H -6.13726 2.01316 -2.95375
H -4.61509 0.67064 -4.47061
H -2.50126 -0.35322 -3.54772
H -3.27144 1.35085 0.31663
H -5.58589 1.97975 -0.52179
H -0.69524 -0.19511 -2.23172
H -2.84510 -0.82103 1.12006
H -3.07064 -0.86946 3.65025
H -1.33618 -0.04663 5.07319
H 0.93074 0.37619 4.18325
H 0.94894 1.18011 1.68950
O -0.20051 -3.13094 -0.40432
N 0.51343 -2.21187 -0.55085
```

Mulliken population analysis, charges in e, atoms 1 to 4: atom 1 (Ni): 0.257, atom 2 (O): -0.438, atom 3 (C): 0.319, atom 4 (O): -0.581

=====

[2]
C24H71BN10O6P3 | ωB97M-V/def2-TZVPD

Net charge ... +1
LUMO energy ... -3.650 eV
Orbital gap ... 5.905 eV

Structure (XYZ):
```
115
C24H71BN10O6P3 | OMol25 | ωB97M-V/def2-TZVPD
C 3.58744 2.72802 6.24915
C 2.26958 1.78116 6.53836
O 1.27397 1.76886 5.45583
C 1.87992 1.44254 4.14765
C 1.92262 2.86838 3.27425
O 1.91419 2.62923 1.82430
N 1.14192 3.50326 1.15855
B 1.88926 4.00515 -0.10017
O 1.15508 4.18079 -1.39942
C 3.49850 4.41415 -0.08139
C 3.72769 6.01306 0.25831
H 4.28107 2.15280 5.47037
H 3.22982 3.75966 5.77259
H 4.24330 2.93446 7.20107
H 2.58162 0.68549 6.89334
H 1.73139 2.26327 7.48878
H 2.92315 0.91715 4.21684
H 1.14191 0.72149 3.55301
H 1.03082 3.50551 3.68257
H 2.98788 3.34380 3.52569
H 0.30809 2.96461 0.78617
H 0.88346 4.36507 1.68627
H 0.53932 3.39399 -1.51559
H 3.90791 4.26196 -1.18988
H 4.12296 3.76110 0.66238
H 2.77934 6.68261 -0.00863
H 4.62207 6.48643 -0.37510
H 4.00477 6.21179 1.40166
O -1.48368 1.06034 -0.90535
P -1.09931 -0.35451 -1.40303
N -2.31093 -0.27370 -2.60901
C -3.27809 -1.27854 -3.01178
C -2.08686 0.70003 -3.67849
N -1.75713 -1.11731 -0.00666
C -2.87836 -2.04177 -0.00036
C -1.77245 -0.35312 1.24419
N -0.65741 -1.98109 -1.97519
C 0.32778 -2.64509 -1.08591
C -0.01324 -1.98295 -3.30572
H -2.81954 -2.19603 -3.38652
H -3.93990 -0.91782 -3.80924
H -3.96181 -1.53127 -2.20351
H -1.41648 0.30769 -4.44739
H -1.63700 1.62166 -3.29496
H -3.02272 1.00375 -4.16094
H -3.83494 -1.51627 -0.07125
H -2.89253 -2.62895 0.92565
H -2.80827 -2.78584 -0.79636
H -2.60774 0.35650 1.27150
H -0.83298 0.19977 1.37515
H -1.85685 -1.01217 2.11555
H 1.23880 -2.04315 -0.99006
H 0.59864 -3.63510 -1.47162
H -0.06316 -2.82599 -0.08151
H 0.82969 -1.28418 -3.33865
H -0.70933 -1.71888 -4.10253
H 0.35069 -2.98297 -3.57086
O 4.22857 -8.00597 -3.95875
P 4.30330 -7.32244 -2.57151
N 3.80360 -5.83811 -3.26145
C 4.32588 -4.50070 -3.04720
C 2.42718 -5.79277 -3.75698
N 6.02420 -7.37027 -2.54589
C 6.89974 -6.21048 -2.53458
C 6.68719 -8.45114 -3.28143
N 4.38921 -6.53663 -0.97667
C 4.98865 -7.41755 0.05625
C 3.06615 -6.17167 -0.42751
H 4.24709 -4.16535 -2.01095
H 3.80175 -3.75117 -3.65346
H 5.36230 -4.41317 -3.36782
H 1.71424 -5.60195 -2.95086
H 2.13866 -6.73781 -4.22872
H 2.29165 -5.02294 -4.52499
H 7.00197 -5.77242 -3.53151
H 7.90405 -6.48525 -2.19057
H 6.56764 -5.44564 -1.82968
H 6.73609 -8.23554 -4.35527
H 6.16062 -9.40327 -3.13449
H 7.70871 -8.61417 -2.91996
H 4.42397 -8.35222 0.15132
H 5.01030 -6.91825 1.03220
H 6.02933 -7.67351 -0.15785
H 2.38378 -7.02853 -0.43586
H 2.59954 -5.35590 -0.98067
H 3.15013 -5.80127 0.60134
O -6.41135 3.83791 -0.86666
P -6.12757 3.92360 0.65300
N -6.18073 5.63263 0.57981
C -5.29004 6.60846 1.18128
C -7.48924 6.22144 0.29131
N -4.49479 3.41121 0.46349
C -3.31974 4.20782 0.77418
C -4.18196 2.53671 -0.67063
N -5.80133 4.02211 2.40007
C -5.47393 2.70017 2.98963
C -6.95567 4.50211 3.18897
H -5.25781 6.55210 2.27136
H -5.57944 7.63790 0.93520
H -4.27612 6.52584 0.79426
H -8.10799 6.28942 1.18967
H -8.04469 5.62680 -0.44133
H -7.40252 7.22384 -0.14289
H -3.10426 4.93376 -0.01498
H -2.43544 3.56889 0.88491
H -3.40820 4.72293 1.73282
H -4.08294 3.10637 -1.60214
H -4.96119 1.77453 -0.80216
H -3.24852 1.98654 -0.50704
H -6.28505 1.98263 2.82017
H -5.29851 2.78517 4.06863
H -4.55479 2.27118 2.58278
H -7.85777 3.92307 2.96348
H -7.17025 5.55597 3.00864
H -6.75758 4.43618 4.26563
```

Mulliken population analysis, charges in e, atoms 1 to 4: atom 1 (C): -0.765, atom 2 (C): -0.246, atom 3 (O): -0.361, atom 4 (C): -0.324

=====

Sequential energy relative to the best compared isomer or geometry (same formula, charge and spin) output: 24.96 360.53 kcal per mole
Sequential DFT total energy output: -2802.8327 -3004.2429 a.u.